1.
A gas-phase ion, C17H20Cl2N (charge +1). Source: OMol25; level of theory: ωB97M-V/def2-TZVPD.

Element x y z (Å)
C -2.64240 -0.52029 2.52199
C -2.04143 0.25040 1.31768
N -0.94113 -0.40908 0.44594
C -1.63832 -1.26258 -0.63379
C -2.50553 -2.47862 -0.34689
C 0.22870 0.74079 -0.12012
C 1.30692 0.73503 0.95399
C 1.10500 1.56632 2.07333
C 2.00357 1.59814 3.14735
C 3.10802 0.73976 3.10963
Cl 4.13774 0.66082 4.49855
C 3.30291 -0.13027 2.02818
C 2.38291 -0.14740 0.96296
C 0.61290 0.72699 -1.60548
C -0.07192 1.58386 -2.50789
C -0.05290 1.40316 -3.89454
C 0.80494 0.42699 -4.42919
Cl 0.71507 0.03695 -6.08930
C 1.57825 -0.36541 -3.57683
C 1.51119 -0.17766 -2.17999
H -2.66873 0.15378 3.43110
H -3.72953 -0.75410 2.34912
H -1.97151 -1.35325 2.78129
H -2.75966 0.49493 0.56178
H -1.61580 1.15358 1.74549
H -0.39849 -1.01950 1.07723
H -2.22137 -0.54545 -1.20895
H -0.89683 -1.61340 -1.33901
H -2.64520 -3.01608 -1.29077
H -2.05238 -3.22336 0.31579
H -3.55291 -2.21301 -0.13758
H -0.30269 1.68712 0.01006
H 0.26324 2.25216 2.12178
H 1.85307 2.22380 4.03769
H 4.12929 -0.84683 2.06523
H 2.58302 -0.84906 0.16497
H -0.68507 2.40044 -2.13424
H -0.62800 2.03435 -4.58116
H 2.23812 -1.11182 -4.03889
H 2.15691 -0.83221 -1.60652

Cartesian forces, eV/Å:
C -0.3591 0.6481 0.2551
C 0.8020 0.3226 0.1475
N -0.3948 -0.6669 0.0908
C 0.6432 0.5424 -0.9876
C -0.6453 -0.0330 0.1539
C 0.0082 0.6370 0.2551
C -0.7476 -0.2645 0.2059
C 0.6186 0.2841 0.3040
C 0.0098 -0.3962 -0.2856
C -0.4772 -0.2741 -0.2110
Cl 0.0323 0.0354 -0.2984
C -0.3700 -0.0184 0.1168
C 0.9605 0.1876 0.7783
C -0.5395 -0.5651 -0.2004
C -0.4213 -0.3546 0.0148
C 0.9592 0.0875 0.1921
C -0.7949 -0.3604 1.1199
Cl 0.1738 0.1121 -0.3948
C 0.2245 0.5649 0.1614
C -0.0674 -0.6579 -0.9769
H 0.2739 -0.6336 -1.0978
H 1.3547 -0.4639 0.0471
H -0.7533 -0.1202 -0.0085
H -0.6426 0.4419 -0.0460
H 0.1625 0.1157 -0.4386
H -0.0518 0.2382 -0.4753
H -0.0262 0.1612 0.0697
H 0.7162 0.2494 0.1469
H 0.4569 0.2191 -0.1325
H -0.3267 0.3522 0.2415
H 0.4968 -0.1222 0.8107
H -0.3596 -0.3716 0.0859
H 0.0530 -0.1072 -0.1801
H -0.0313 -0.2229 -0.6176
H -0.2896 0.3714 -0.1205
H -0.1622 0.0879 0.1245
H -0.0809 -0.2357 0.1555
H 0.1881 -0.2240 0.4752
H -0.2767 0.3277 0.4712
H -0.3164 0.1062 0.0479

Computed properties:
* electronic energy: -44481.266 eV
* LUMO: -3.152 eV
* charge: +1
* orbital gap: 8.99 eV
* SMILES: CC[NH+](CC)C(c1ccc(Cl)cc1)c1ccc(Cl)cc1
* HOMO: -0.4460 hartree
* energy relative to the best compared isomer or geometry (same formula, charge and spin): 198.9 kJ/mol


2.
A molecular structure, C17H20Cl3NO3S2Zr. Source: OMol25; level of theory: ωB97M-V/def2-TZVPD.

Element x y z (Å)
C -2.81153 1.73771 -1.89354
C -2.19535 2.55817 -0.90816
C -2.28872 1.88974 0.34597
C -1.68444 3.91656 -1.13863
C -2.93748 0.64586 0.12427
C -3.22760 0.53916 -1.26148
C -3.91771 -0.58344 -1.91957
C -2.92732 2.06376 -3.32112
C -1.81885 2.43926 1.63029
C -3.30664 -0.35578 1.13714
Zr 0.46222 -1.29604 -1.10949
Cl 1.75426 3.52212 -0.73362
Cl -0.18299 -0.31504 -3.15626
Cl 0.17841 -0.70734 1.26441
H -1.06617 3.99265 -2.05487
H -1.00170 4.25108 -0.33841
H -2.53402 4.63503 -1.23218
H -0.85609 2.97006 1.51799
H -1.67531 1.66451 2.40312
H -2.52992 3.18319 2.04084
H -2.75473 -0.26915 2.07592
H -3.14245 -1.37668 0.77158
H -4.36928 -0.29176 1.41782
H -3.74463 -1.53048 -1.39686
H -3.60726 -0.76751 -2.95780
H -5.01133 -0.42966 -1.94475
H -2.09466 2.69392 -3.64681
H -3.84606 2.61959 -3.54200
H -2.95788 1.17846 -3.96438
O -0.98271 -2.48888 -1.13623
H -1.37941 -3.33501 -1.21324
O 3.03165 -4.90259 1.00248
S 2.53828 -3.58491 1.39650
O 1.61091 -3.39952 2.46892
N 2.22258 -2.66421 0.03602
C 3.28532 -1.97459 -0.38617
S 3.02886 -1.27458 -1.93652
C 4.35374 -1.94191 0.69690
C 5.35267 -0.93549 0.76670
C 5.95002 -0.69665 2.04185
C 5.63127 -1.46682 3.20885
C 4.61450 -2.45277 3.09784
C 3.95459 -2.59435 1.86285
H 5.65619 -0.54121 -0.18549
H 6.81786 -0.05346 1.99638
H 6.07117 -1.19714 4.13754
H 4.33771 -3.07385 3.93539

Cartesian forces, eV/Å:
C 0.5631 -0.4020 1.4474
C -0.8375 -1.3038 0.2849
C -0.3411 -0.3124 -1.3903
C 0.4610 1.0520 -0.2075
C 0.6833 0.6467 -0.5862
C 0.5226 0.8316 0.0944
C -0.5531 -0.5918 -0.2316
C -0.1165 0.2464 -0.6528
C 0.3748 0.5103 0.8005
C -0.3548 -0.5534 0.5051
Zr -0.5540 1.0493 1.8661
Cl 0.3537 -0.0963 0.0179
Cl 0.3605 0.1637 0.0168
Cl 0.3308 0.1543 -1.1824
H -0.3196 -0.0199 0.3050
H -0.3676 -0.0884 -0.2730
H 0.4469 -0.0544 0.0328
H -0.2445 -0.2380 0.0192
H -0.0486 0.1731 -0.2231
H 0.1221 -0.1350 0.0848
H 0.1730 0.1003 -0.0544
H -0.0148 -0.0886 0.0546
H -0.1206 -0.0863 0.0240
H -0.0556 -0.0471 0.1024
H 0.0712 0.2125 0.0349
H -0.0257 -0.1922 -0.0867
H 0.0243 -0.0253 -0.1074
H -0.1683 0.1786 -0.1564
H 0.1049 -0.0821 -0.0036
O 0.8012 -0.1837 -0.0392
H -0.6151 -0.8298 -0.0554
O -1.1437 1.1494 0.2291
S 1.8649 0.3229 1.0272
O -0.6805 -0.7630 -0.5825
N -0.0883 -0.5509 -0.5507
C -1.1680 -1.4645 0.7498
S 0.6967 0.3047 0.7091
C 0.1415 2.5356 0.2564
C -0.4211 -2.0293 1.5326
C 0.0071 -1.3495 -1.0754
C -1.4532 0.2201 -2.7625
C 0.3237 0.6895 -0.8639
C 0.9626 -0.2162 -0.5431
H 0.2317 0.8296 0.1151
H -0.1650 0.3875 0.5748
H 0.4054 -0.1409 0.6151
H -0.1696 0.0869 0.1284

Computed properties:
* electronic energy: -86108.214 eV
* LUMO: 3.050 eV
* charge: -2
* orbital gap: 2.62 eV
* HOMO: 0.0159 hartree
* energy relative to the best compared isomer or geometry (same formula, charge and spin): 178.2 kJ/mol


3.
A molecular structure, C17H20Cl5N8O7S4Ta. Source: OMol25; level of theory: ωB97M-V/def2-TZVPD.

Element x y z (Å)
Ta -0.96000 0.01915 -1.98358
Cl -1.75653 -0.10285 5.42122
C -1.55070 0.18848 3.74354
C -1.10106 -0.83491 2.90461
Cl -0.77791 -2.40216 3.52702
C -0.93844 -0.58684 1.55043
Cl -0.37744 -1.80270 0.46225
C -1.23600 0.66653 1.01102
O -1.09050 0.89697 -0.28454
C -1.68990 1.67729 1.84971
Cl -2.06929 3.20541 1.15180
C -1.83618 1.44321 3.21235
Cl -2.35851 2.71598 4.24370
N -2.74729 1.38624 -2.51837
N -2.52380 2.60392 -3.18607
C -1.35259 3.25737 -2.98392
N -1.30465 4.49939 -3.51328
S -0.08798 2.57131 -2.16386
H -3.38884 0.80689 -3.06884
H -3.19585 1.57103 -1.61913
H -3.24392 2.94841 -3.79977
H -2.14760 5.02893 -3.66014
H -0.45893 5.02082 -3.35313
N -0.50039 -4.94246 -0.49539
N 0.49776 -4.07358 -1.04271
H -0.43986 -5.87361 -0.89503
H -1.40287 -4.54903 -0.74316
H 0.70706 -4.28275 -2.01407
H 1.34410 -4.20205 -0.50133
N 1.66580 -0.74130 5.96539
C 1.90330 -0.15578 4.73682
C 1.51948 1.16204 4.48005
C 1.75005 1.73217 3.23744
C 2.36177 0.99051 2.24133
C 2.73194 -0.32924 2.47962
C 2.49838 -0.90162 3.71011
S 2.72476 1.69538 0.67229
O 4.08028 1.32833 0.31976
O 2.35998 3.08418 0.70722
N 1.67860 0.90529 -0.25994
C 2.02829 0.07801 -1.19143
S 3.63893 -0.45536 -1.63762
C 2.94848 -1.53812 -2.81327
C 1.61950 -1.44680 -2.85510
N 1.06705 -0.52126 -1.96274
H 1.47939 -0.12266 6.73592
H 2.22926 -1.53879 6.20456
H 1.04646 1.74482 5.26262
H 1.47559 2.75954 3.03779
H 3.21467 -0.90190 1.69709
H 2.78006 -1.93113 3.89490
H 3.57097 -2.18049 -3.41199
H 0.95889 -2.01868 -3.48420
O -1.35448 -1.75975 -2.82135
S -2.81899 -1.99895 -2.29692
O -2.90975 -3.27003 -1.66393
O -2.75960 -0.83988 -1.26852
O -3.75394 -1.67342 -3.33414
C -0.50616 0.47715 -4.11509
H 0.32638 1.15989 -4.24885
H -1.34716 0.83442 -4.71595
H -0.22009 -0.48096 -4.55320

Cartesian forces, eV/Å:
Ta 0.4053 -0.0394 -0.3068
Cl -0.0192 -0.0231 0.0716
C 0.0205 -0.0830 -0.1354
C -0.0168 0.0584 0.0340
Cl 0.0126 0.0566 0.0065
C 0.0198 0.0026 -0.0897
Cl -0.0503 0.0753 0.3038
C -0.0597 -0.3136 -0.0163
O -0.1706 0.3985 0.8541
C 0.0025 0.0390 0.0752
Cl -0.0022 -0.0073 -0.0114
C -0.0096 0.0297 0.0323
Cl 0.0011 0.0030 -0.0048
N -0.3433 0.2247 -0.1991
N 0.1041 -0.0849 0.2112
C -0.3282 -0.0406 -0.2919
N 0.1540 -0.0804 0.0865
S 0.2897 0.4891 0.2548
H 0.1588 -0.0438 0.0200
H -0.0351 -0.0855 -0.0224
H 0.0060 0.0534 0.0584
H -0.0094 -0.0053 0.0107
H -0.0085 0.0177 -0.0242
N -0.0321 0.0459 -0.0912
N 0.0608 -0.0912 0.0491
H -0.0234 0.0464 0.0084
H 0.0544 -0.0435 0.0339
H -0.0221 -0.0004 0.0324
H 0.0069 0.0165 -0.0771
N -0.0356 0.0089 0.0239
C 0.0244 -0.0143 -0.0351
C 0.0131 0.0364 -0.0228
C -0.0102 -0.0012 0.0293
C 0.1038 0.0262 0.0708
C 0.0088 -0.0339 -0.0245
C -0.0109 0.0346 0.0294
S 0.1737 -0.0359 0.2629
O -0.0827 0.1065 0.0258
O 0.0187 -0.1082 -0.0184
N -0.2402 0.2332 -0.2242
C -0.0242 -0.1077 -0.0233
S 0.0103 -0.0859 -0.0263
C -0.0036 -0.0207 -0.0227
C 0.0433 0.0054 0.0884
N 0.3081 -0.0689 -0.1815
H 0.0045 -0.0031 -0.0030
H -0.0026 -0.0011 0.0013
H 0.0011 -0.0077 -0.0045
H -0.0214 0.0186 0.0020
H 0.0098 -0.0044 -0.0092
H 0.0059 -0.0060 -0.0051
H 0.0105 -0.0096 -0.0192
H -0.0196 0.0085 -0.0033
O -0.3094 -0.2614 -0.2072
S 0.2835 0.0020 0.3470
O -0.1165 -0.0511 -0.0252
O -0.0432 -0.0319 -0.4238
O -0.0096 0.0864 -0.0551
C -0.1855 -0.3881 -0.2724
H 0.0317 0.0141 -0.0981
H -0.0348 0.0407 0.0150
H -0.0672 0.0053 -0.0636

Computed properties:
* electronic energy: -151714.289 eV
* LUMO: -0.536 eV
* orbital gap: 7.37 eV
* HOMO: -0.2904 hartree
* energy relative to the best compared isomer or geometry (same formula, charge and spin): 38.3 kJ/mol


4.
A gas-phase ion, C17H20ClO4S2 (charge +1). Source: OMol25; level of theory: ωB97M-V/def2-TZVPD.

Element x y z (Å)
O -1.83081 1.16421 -3.47452
O 3.61631 -1.48547 0.74934
O 4.96766 -0.05499 2.15197
Cl 0.68725 1.97818 -4.91297
O 1.21454 1.74439 -0.92195
C -0.88186 1.28468 -2.71406
C 1.34815 1.94167 -2.24718
C -3.50375 -1.40659 -2.81882
C 0.40275 1.71626 -3.19291
C -2.40773 -1.54461 -1.97484
C -3.86759 0.37902 -1.41092
C -0.99503 0.77398 -1.31499
C -4.36748 -0.31620 -2.46363
C 0.07205 1.07453 -0.48538
S -2.36546 -0.25805 -0.77918
C -5.65350 0.08069 -3.21425
C 0.83439 1.63144 1.89149
C 0.44354 -0.81082 1.24094
C 2.25505 1.21078 2.11050
C 1.10416 -1.07639 2.61017
C 0.02519 0.66201 1.02020
C 4.27138 -2.30515 3.27962
C 2.36882 -0.18293 2.80075
S 3.86946 -1.00139 2.12575
H 2.30033 2.37168 -2.60116
H -3.69484 -2.01421 -3.70728
H -1.62287 -2.28606 -2.13356
H -4.35508 1.25430 -0.95868
H -5.49052 0.06003 -4.29657
H -6.02696 1.07208 -2.89346
H -6.46485 -0.63678 -3.00622
H 0.83817 2.62676 1.42500
H 0.33968 1.73089 2.87731
H 1.11879 -1.17154 0.47311
H -0.43967 -1.46527 1.15532
H 2.72622 1.23152 1.12423
H 2.80442 1.95633 2.69876
H 0.39256 -0.88066 3.40620
H 1.33696 -2.13973 2.62803
H -0.99158 0.77771 1.34719
H 5.07662 -2.88481 2.83742
H 3.41937 -2.93716 3.47183
H 4.60807 -1.87192 4.22878
H 2.51766 0.00759 3.86865

Cartesian forces, eV/Å:
O 0.0154 0.2692 0.3145
O -0.6971 -0.1133 2.3120
O -0.5904 -0.1539 0.8122
Cl -0.2759 -0.1754 1.6145
O -2.2030 -1.4148 0.6269
C -2.4120 -1.7983 -1.3366
C 0.5477 0.7303 -2.4177
C 2.1392 -0.7417 1.2037
C 1.2919 0.5011 0.9314
C -1.3525 -0.5032 -2.6727
C -1.2304 1.1816 -0.4694
C 2.3451 1.3806 -0.3591
C -0.6927 1.4916 0.5766
C -0.7081 -0.7456 1.1762
S 0.1951 -0.0433 -0.4936
C 0.2587 -0.2970 0.8101
C -0.5198 0.5911 0.6366
C -0.2653 -0.5009 0.0550
C 0.8778 -0.3133 -0.2749
C 0.2489 0.6989 -0.8507
C 1.1499 0.5189 -0.7721
C -0.0949 0.1615 0.1183
C -0.2694 -0.1364 -0.3637
S 1.0421 0.8213 -2.0990
H -0.3012 -0.3661 0.9260
H 0.2199 -0.0730 0.5252
H -0.0843 0.4766 0.4805
H 0.5770 -0.4951 -0.1028
H 0.1306 0.1287 0.2145
H 0.4227 -0.5110 -0.2479
H 0.3805 0.1022 -0.0179
H -0.1194 -0.1735 0.2754
H 0.0027 0.0078 -0.5064
H 0.3266 0.1972 -0.2050
H 0.1208 0.2470 0.0530
H 0.2954 -0.3753 0.1140
H -0.2011 -0.2400 -0.0851
H -0.0347 0.0534 0.2056
H 0.1451 -0.0119 0.2106
H -0.6422 0.0361 -0.1523
H 0.0254 0.0407 -0.1458
H -0.3132 -0.2589 -0.1020
H -0.0647 0.1512 -0.3842
H 0.3137 -0.3450 -0.1339

Computed properties:
* electronic energy: -60326.646 eV
* LUMO: -4.402 eV
* charge: +1
* orbital gap: 8.40 eV
* HOMO: -0.4705 hartree


5.
A molecular structure, C17H20CoF3N3O8S. Source: OMol25; level of theory: ωB97M-V/def2-TZVPD.

Element x y z (Å)
Co -0.59389 -1.26999 -1.43674
C -2.61899 -0.42719 3.42159
N -2.79300 -0.27516 1.97918
C -3.99377 0.40861 1.50473
C -1.91408 -0.76985 1.10322
O -2.03961 -0.61525 -0.11315
C -0.74841 -1.54648 1.67672
O 0.09155 -1.99526 0.63742
C 1.47704 -1.77798 0.85444
C 2.08223 -1.36898 -0.46565
O 1.44368 -1.57256 -1.50961
N 3.29835 -0.84218 -0.45457
C 3.87532 -0.30639 -1.68213
C 4.00508 -0.56709 0.79094
H -3.35274 0.20319 3.91500
H -1.63206 -0.09554 3.74131
H -2.77924 -1.45667 3.75019
H -3.95108 1.46636 1.76462
H -4.87264 -0.03802 1.96899
H -4.06624 0.30961 0.42840
H -1.14681 -2.40729 2.21961
H -0.20484 -0.91030 2.37493
H 1.94599 -2.71189 1.18002
H 1.63911 -1.00063 1.59653
H 3.15455 -0.38796 -2.48814
H 4.78084 -0.85473 -1.94628
H 4.12729 0.74391 -1.52680
H 3.82793 -1.34653 1.52949
H 3.70371 0.39613 1.21168
H 5.07327 -0.54811 0.58220
F -1.21812 -5.63056 -3.07201
C -0.68327 -4.44837 -3.36192
F 0.45631 -4.30511 -2.67759
F -0.41272 -4.39370 -4.66126
S -1.85944 -3.12758 -2.91049
O -1.85511 -3.15196 -1.44183
O -3.07127 -3.43607 -3.59197
O -1.14957 -1.89405 -3.33479
O 0.88101 1.60278 2.45888
C 0.58568 1.78271 1.29133
N 0.39859 0.78716 0.35580
C 0.04642 1.36769 -0.80265
O -0.25361 0.74937 -1.84213
C 0.01651 2.86527 -0.67456
C -0.27158 3.86915 -1.57160
C -0.20748 5.18215 -1.10008
C 0.12911 5.45136 0.22435
C 0.41300 4.41725 1.12005
C 0.35042 3.13009 0.63877
H -0.53559 3.64427 -2.59835
H -0.42201 6.00443 -1.77154
H 0.17046 6.47959 0.56284
H 0.67374 4.61832 2.15261

Cartesian forces, eV/Å:
Co -0.2167 0.1444 0.2755
C -0.0285 0.0454 -0.1063
N -0.0753 -0.0587 0.0422
C 0.1089 -0.0304 0.1052
C 0.0588 0.1149 0.0694
O -0.2836 -0.0567 -0.1894
C -0.0247 -0.1103 0.0845
O 0.1045 -0.0382 -0.0386
C -0.1945 -0.1516 0.0870
C -0.3128 -0.1029 -0.1500
O 0.2092 0.0958 -0.1134
N 0.2456 0.0621 -0.0091
C 0.0503 0.0056 0.0989
C 0.0280 0.0189 -0.0804
H -0.0220 0.0151 0.0151
H 0.0213 0.0235 -0.0232
H -0.0114 0.0043 -0.0440
H 0.0030 0.0342 0.0170
H -0.0102 -0.0103 0.0061
H 0.0411 -0.0289 -0.0390
H 0.0290 -0.0876 0.0569
H 0.0282 0.0772 -0.0028
H -0.0033 -0.0531 0.0657
H -0.0638 0.0267 0.0388
H -0.0395 -0.0303 0.0209
H -0.0085 0.0077 0.0128
H 0.0022 0.0000 -0.0135
H 0.0254 0.0105 -0.0538
H 0.0079 -0.0145 -0.0171
H -0.0122 0.0157 0.0017
F 0.1010 -0.1909 -0.0058
C -0.0189 0.1264 0.0480
F -0.0156 -0.0966 -0.0696
F 0.0799 -0.1226 -0.1148
S -0.0284 0.3450 0.1569
O 0.0644 -0.0104 -0.2276
O 0.0231 -0.0077 0.0200
O -0.0607 -0.2024 0.0303
O 0.0301 -0.1002 0.1499
C -0.0098 0.0712 -0.1690
N 0.1467 0.5029 -0.0322
C -0.0913 0.0779 -0.0692
O 0.0469 -0.0762 0.1209
C 0.0440 -0.1785 -0.0989
C -0.0230 0.0673 -0.0692
C 0.0157 -0.0519 0.0535
C -0.0033 -0.0636 -0.0208
C 0.0053 0.1441 0.0467
C 0.0387 -0.1210 0.1206
H 0.0130 0.0199 0.0546
H 0.0021 -0.0195 0.0203
H -0.0028 -0.0282 -0.0136
H -0.0134 -0.0134 -0.0481

Computed properties:
* electronic energy: -95421.231 eV
* LUMO (spin up / spin down): 0.217 / 0.205 eV
* orbital gap (spin up / spin down): 9.35 / 9.32 eV
* multiplicity: 4
* HOMO (spin up / spin down): -0.3358 / -0.3349 hartree


no.,molar mass (g mol⁻¹)
1,309.3
2,548.1
3,934.9
4,387.9
5,542.4